{"formula": "C42H33BCl5N11S2Ti", "method": "ωB97M-V/def2-TZVPD", "total_energy_ha": -6194.50087, "spin_multiplicity": 1, "gap_ev": 7.4394, "lumo_energy_ev": -0.8313, "de_lowest_ev": 0.2874, "symbols": ["Ti", "C", "C", "N", "N", "C", "B", "N", "C", "C", "C", "N", "N", "C", "C", "C", "N", "N", "C", "C", "C", "N", "H", "H", "H", "H", "H", "H", "H", "H", "H", "H", "H", "H", "S", "C", "C", "C", "C", "C", "C", "N", "C", "C", "C", "C", "C", "C", "C", "C", "N", "C", "C", "C", "C", "C", "S", "C", "H", "H", "H", "H", "H", "H", "H", "H", "H", "H", "H", "H", "C", "C", "C", "C", "N", "H", "H", "H", "H", "H", "H", "H", "H", "H", "Cl", "C", "C", "C", "Cl", "C", "Cl", "C", "Cl", "C", "Cl"], "coordinates": [[0.506, 0.086, -0.144], [3.314, -3.083, -0.366], [2.806, -1.860, 0.066], [1.475, -1.847, -0.028], [1.107, -3.053, -0.519], [2.196, -3.813, -0.712], [-0.342, -3.556, -0.404], [-1.312, -2.528, -1.020], [-2.422, -2.831, -1.708], [-2.986, -1.659, -2.170], [-2.132, -0.664, -1.704], [-1.124, -1.194, -1.010], [-0.669, -3.824, 1.077], [-0.116, -4.796, 1.834], [-0.507, -4.605, 3.136], [-1.301, -3.451, 3.078], [-1.398, -2.980, 1.842], [-0.492, -4.866, -1.179], [-1.306, -5.916, -0.897], [-1.363, -6.716, -2.011], [-0.549, -6.052, -2.951], [-0.040, -4.941, -2.452], [4.343, -3.390, -0.419], [3.321, -0.979, 0.409], [2.099, -4.815, -1.089], [-2.724, -3.857, -1.840], [-3.876, -1.546, -2.764], [-2.185, 0.403, -1.842], [0.514, -5.551, 1.390], [-0.255, -5.203, 3.995], [-1.792, -2.941, 3.893], [-1.783, -6.011, 0.064], [-1.903, -7.640, -2.127], [-0.311, -6.342, -3.963], [-5.205, 1.050, 4.167], [-5.699, -0.448, 4.822], [-4.961, -1.480, 4.331], [-3.972, -1.051, 3.410], [-3.970, 0.304, 3.225], [-3.101, 1.083, 2.341], [-2.224, 0.408, 1.459], [-1.457, 1.040, 0.602], [-1.540, 2.382, 0.514], [-2.308, 3.151, 1.390], [-2.272, 4.581, 1.266], [-1.551, 5.176, 0.290], [-0.825, 4.398, -0.675], [-0.106, 4.953, -1.742], [0.520, 4.129, -2.655], [0.388, 2.738, -2.469], [-0.224, 2.187, -1.446], [-0.825, 3.003, -0.557], [1.353, 4.627, -3.755], [2.038, 3.899, -4.691], [2.794, 4.706, -5.577], [2.674, 6.032, -5.302], [1.646, 6.311, -3.966], [-3.085, 2.462, 2.333], [-6.512, -0.489, 5.529], [-5.120, -2.512, 4.608], [-3.304, -1.720, 2.886], [-2.133, -0.675, 1.472], [-2.841, 5.176, 1.970], [-1.526, 6.255, 0.204], [-0.044, 6.032, -1.832], [0.842, 2.055, -3.173], [2.023, 2.820, -4.750], [3.406, 4.313, -6.375], [3.138, 6.862, -5.810], [-3.694, 3.026, 3.031], [1.021, 2.036, 3.270], [1.416, 0.638, 2.779], [0.675, -0.422, 3.607], [2.925, 0.444, 2.937], [1.045, 0.500, 1.392], [1.134, 2.095, 4.356], [-0.025, 2.240, 3.025], [1.642, 2.810, 2.818], [1.108, -0.504, 4.608], [0.746, -1.393, 3.119], [-0.381, -0.164, 3.718], [3.223, 0.626, 3.972], [3.465, 1.142, 2.293], [3.212, -0.575, 2.676], [1.342, -0.983, -3.073], [2.464, 0.258, -2.563], [2.228, 0.877, -1.340], [3.034, 1.983, -1.089], [2.705, 2.969, 0.307], [4.038, 2.419, -1.954], [4.982, 3.814, -1.597], [4.265, 1.728, -3.142], [5.490, 2.244, -4.232], [3.458, 0.637, -3.461], [3.670, -0.179, -4.963]], "forces_ev_per_angstrom": [[0.02, 0.55, 0.38], [-0.01, 0.02, 0.03], [-0.01, -0.05, -0.01], [0.06, 0.01, -0.07], [0.20, -0.08, 0.04], [0.00, 0.05, -0.03], [-0.16, -0.05, -0.04], [0.04, -0.05, -0.05], [0.00, 0.06, -0.05], [0.00, -0.02, 0.02], [0.02, -0.04, -0.02], [-0.15, -0.02, 0.09], [-0.04, 0.11, 0.08], [0.08, -0.04, -0.02], [0.04, 0.00, -0.01], [-0.06, 0.05, 0.01], [0.03, -0.03, 0.00], [-0.08, 0.00, 0.02], [0.02, -0.02, 0.02], [-0.01, 0.01, 0.01], [0.01, -0.02, 0.00], [0.03, 0.03, -0.03], [0.00, 0.00, 0.00], [0.01, -0.01, 0.01], [-0.01, -0.01, -0.01], [0.00, 0.01, 0.00], [0.01, 0.00, 0.00], [-0.01, 0.01, 0.00], [0.00, 0.01, 0.01], [0.00, 0.01, 0.00], [-0.02, 0.01, -0.01], [0.01, 0.00, -0.01], [0.00, 0.01, 0.00], [-0.01, 0.00, 0.01], [0.03, 0.00, 0.07], [-0.01, -0.02, -0.01], [-0.03, -0.02, 0.02], [-0.03, 0.05, -0.04], [0.00, -0.05, 0.00], [0.05, 0.02, -0.04], [0.01, 0.08, 0.07], [-0.13, -0.04, 0.12], [-0.02, -0.01, 0.00], [0.01, -0.04, -0.02], [0.02, 0.04, -0.02], [-0.02, 0.01, 0.04], [0.01, -0.08, -0.03], [0.04, -0.05, 0.01], [-0.03, -0.02, 0.03], [-0.02, 0.06, -0.01], [0.13, -0.04, 0.19], [-0.06, 0.10, -0.04], [0.02, -0.02, -0.05], [-0.04, 0.04, 0.04], [0.03, 0.02, -0.02], [0.00, 0.01, 0.00], [0.00, -0.01, -0.02], [-0.03, -0.04, -0.06], [0.01, 0.01, -0.01], [0.01, 0.01, 0.00], [0.00, -0.02, -0.01], [0.01, 0.01, 0.03], [0.01, 0.00, 0.00], [-0.01, 0.00, 0.00], [0.00, 0.00, -0.01], [-0.01, 0.02, -0.01], [-0.01, 0.01, 0.00], [-0.01, 0.00, 0.01], [-0.01, -0.01, 0.01], [-0.01, 0.00, 0.00], [-0.02, -0.02, 0.08], [-0.18, 0.02, 0.10], [0.04, 0.02, 0.03], [0.06, 0.06, -0.06], [0.08, -0.24, -0.64], [0.01, 0.02, -0.01], [0.00, 0.00, 0.02], [-0.04, -0.03, -0.01], [-0.02, 0.05, -0.01], [0.00, -0.05, -0.01], [-0.02, -0.03, -0.08], [-0.01, -0.01, 0.00], [-0.01, -0.07, 0.03], [-0.01, -0.02, 0.01], [0.10, -0.04, 0.03], [-0.06, -0.05, -0.04], [0.10, -0.23, -0.07], [-0.05, 0.00, 0.10], [0.03, 0.09, -0.07], [0.03, 0.00, -0.06], [0.00, 0.01, 0.00], [-0.05, -0.08, 0.03], [0.03, 0.02, -0.01], [0.07, 0.09, 0.01], [-0.01, 0.00, 0.00]]}



{"formula": "C42H33BrN5PRu", "method": "ωB97M-V/def2-TZVPD", "total_charge": 1, "total_energy_ha": -4904.07699, "spin_multiplicity": 2, "gap_ev": [6.1398, 6.0107], "lumo_energy_ev": [-3.8116, -3.9106], "de_lowest_ev": 0.7362, "symbols": ["Ru", "C", "C", "C", "C", "C", "C", "N", "N", "C", "C", "C", "C", "C", "N", "H", "H", "H", "H", "H", "H", "H", "H", "H", "N", "C", "C", "C", "C", "C", "C", "C", "H", "H", "H", "H", "H", "N", "P", "C", "C", "C", "C", "C", "C", "C", "C", "C", "C", "C", "C", "C", "C", "C", "C", "C", "C", "H", "H", "H", "H", "H", "H", "H", "H", "H", "H", "H", "H", "H", "H", "H", "Br", "C", "C", "C", "C", "C", "C", "H", "H", "H", "H"], "coordinates": [[-0.836, -0.017, -1.135], [-5.118, -2.986, 0.807], [-3.955, -3.179, 0.078], [-3.119, -2.104, -0.177], [-3.453, -0.845, 0.294], [-4.619, -0.642, 1.021], [-5.449, -1.718, 1.275], [-2.540, 0.228, -0.003], [-2.824, 1.340, 0.467], [-1.867, 2.318, 0.120], [-2.125, 3.619, 0.497], [-1.229, 4.608, 0.124], [-0.089, 4.245, -0.574], [0.110, 2.910, -0.883], [-0.766, 1.962, -0.559], [-5.771, -3.824, 1.013], [-3.698, -4.163, -0.288], [-2.202, -2.242, -0.737], [-4.864, 0.351, 1.369], [-6.358, -1.569, 1.841], [-3.027, 3.830, 1.053], [-1.420, 5.644, 0.370], [0.635, 4.982, -0.888], [0.994, 2.579, -1.410], [0.764, -0.250, -2.397], [1.732, -0.135, -2.998], [2.951, -0.094, -3.763], [3.431, -1.270, -4.335], [4.608, -1.234, -5.063], [5.294, -0.036, -5.216], [4.808, 1.133, -4.646], [3.633, 1.110, -3.915], [2.883, -2.193, -4.209], [4.987, -2.140, -5.515], [6.213, -0.013, -5.787], [5.344, 2.063, -4.775], [3.243, 2.016, -3.470], [0.119, -0.660, 0.425], [0.797, -0.617, 1.834], [-0.075, -1.638, 3.037], [-0.033, -1.382, 4.406], [-0.676, -2.236, 5.290], [-1.364, -3.341, 4.811], [-1.418, -3.594, 3.447], [-0.772, -2.747, 2.560], [2.501, -1.203, 1.764], [3.034, -1.555, 0.530], [4.343, -2.011, 0.445], [5.113, -2.123, 1.593], [4.578, -1.782, 2.831], [3.275, -1.323, 2.918], [0.870, 1.053, 2.539], [-0.287, 1.607, 3.091], [-0.272, 2.899, 3.591], [0.895, 3.652, 3.534], [2.036, 3.124, 2.949], [2.024, 1.827, 2.449], [0.490, -0.511, 4.782], [-0.644, -2.035, 6.353], [-1.863, -4.007, 5.504], [-1.965, -4.450, 3.075], [-0.804, -2.932, 1.494], [2.410, -1.474, -0.352], [4.761, -2.282, -0.516], [6.132, -2.481, 1.528], [5.179, -1.877, 3.725], [2.857, -1.060, 3.883], [-1.197, 1.018, 3.138], [-1.168, 3.319, 4.031], [0.917, 4.648, 3.958], [2.938, 3.718, 2.885], [2.918, 1.412, 1.999], [-4.467, 1.027, -6.778], [-3.457, 0.761, -5.200], [-2.855, 1.842, -4.583], [-2.154, 1.643, -3.398], [-2.020, 0.380, -2.810], [-2.635, -0.682, -3.483], [-3.345, -0.511, -4.665], [-2.940, 2.829, -5.019], [-1.699, 2.512, -2.933], [-2.562, -1.691, -3.086], [-3.810, -1.351, -5.164]], "forces_ev_per_angstrom": [[-0.81, 1.10, 1.30], [-0.01, 0.03, 0.04], [0.03, 0.00, -0.01], [0.05, -0.04, -0.05], [0.28, 0.22, -0.12], [-0.05, 0.14, 0.04], [0.02, -0.02, 0.00], [0.21, -0.78, -0.37], [0.45, 0.65, -0.12], [-0.53, -0.13, 0.35], [0.11, 0.37, 0.00], [-0.18, -0.05, 0.10], [0.02, -0.19, 0.03], [0.35, 0.08, -0.05], [-0.51, -0.99, -0.82], [-0.01, 0.01, -0.01], [0.01, 0.01, -0.01], [0.02, -0.07, 0.01], [-0.03, -0.02, 0.02], [-0.01, 0.00, -0.01], [0.00, 0.00, -0.03], [0.01, -0.02, 0.02], [0.04, -0.03, 0.02], [-0.04, -0.03, -0.06], [0.29, 0.80, 0.17], [0.22, -0.41, -0.32], [-0.21, 0.02, 0.13], [0.00, -0.07, -0.02], [-0.01, 0.01, 0.01], [-0.01, 0.00, 0.01], [-0.01, 0.00, 0.00], [0.03, 0.08, -0.01], [0.01, 0.00, -0.01], [0.00, 0.00, 0.01], [-0.01, 0.00, 0.00], [0.00, 0.00, 0.01], [0.01, 0.00, 0.00], [0.36, -0.88, -0.19], [-0.30, 0.39, -0.23], [-0.01, -0.02, 0.07], [0.00, -0.03, -0.04], [0.01, 0.02, -0.01], [-0.01, 0.00, 0.01], [-0.01, 0.01, -0.01], [-0.02, 0.01, 0.04], [0.07, -0.06, 0.02], [0.05, 0.01, 0.00], [-0.03, 0.02, -0.01], [0.01, 0.00, 0.01], [0.01, 0.00, 0.01], [-0.04, 0.02, -0.05], [0.09, -0.04, 0.17], [0.05, 0.02, -0.01], [-0.03, 0.00, -0.04], [0.00, 0.01, 0.02], [0.00, -0.01, -0.07], [-0.04, 0.01, 0.07], [0.00, -0.01, 0.02], [0.01, 0.00, 0.00], [-0.01, 0.01, -0.01], [0.01, 0.00, 0.00], [0.00, 0.00, 0.00], [-0.01, 0.00, 0.01], [-0.01, -0.01, 0.00], [0.00, 0.00, 0.00], [0.00, 0.00, 0.00], [0.02, -0.01, 0.01], [0.01, 0.00, 0.04], [0.01, -0.02, 0.03], [-0.02, 0.01, -0.05], [0.01, -0.02, 0.03], [0.02, 0.00, 0.04], [0.03, 0.00, -0.05], [-0.01, 0.00, -0.01], [-0.02, 0.04, 0.09], [-0.03, -0.03, 0.04], [0.09, -0.09, -0.22], [0.03, -0.01, -0.03], [-0.05, 0.00, 0.08], [-0.01, 0.00, 0.02], [0.00, 0.02, -0.05], [0.00, -0.01, -0.02], [-0.01, 0.00, 0.02]]}